Molecular formula: C3H10NO
Method: DFT, ωB97M-V/def2-TZVPD

Results
- HOMO energy: -1.9 eV
- Lowest unoccupied orbital energy: 3.729 eV
- ΔE to the lowest compared entry with this formula, charge and spin: 35.5 kcal/mol
- Charge: -1
- Orbital gap: 5.61 eV

CARTESIAN COORDINATES (ANGSTROEM)
C: 0.0711 -2.2238 2.2742
O: -0.6869 -1.2328 2.7482
H: -0.4410 -3.2269 2.1774
H: 0.9616 -2.5338 2.9145
H: 0.5776 -2.0506 1.2843
C: 0.7669 0.9034 -0.2331
N: 0.1753 1.8000 -1.2430
C: -0.7594 1.1362 -2.1078
H: 1.6243 0.4978 -0.6892
H: 0.1241 0.0922 0.1300
H: 0.9880 1.4767 0.6641
H: -0.2979 2.5598 -0.7722
H: -1.6358 0.6796 -1.6281
H: -1.1482 1.8209 -2.8552
H: -0.3197 0.3011 -2.6640